(1)
DFT (ωB97M-V/def2-TZVPD) results for C41H36AuN4P2SSeTe as an isolated structure at a distorted geometry.

Output
Highest occupied orbital energy (spin up / spin down) (eV): -10.3 / -10.2
DFT total energy (eV): -154799.666
Gap between HOMO and LUMO (spin up / spin down) (Ha): 0.2712 / 0.1838

```
! wB97M-V def2-TZVPD RIJCOSX def2/J DEFGRID3
* xyz 1 3
H 2.27156 0.22301 -3.33298
C 4.86357 -0.66887 -1.33343
C 3.50669 -7.03825 -1.97844
H -4.02403 5.52250 1.75612
C 5.64116 -0.00475 -3.51126
C -4.20709 2.93802 2.23454
H -6.21236 1.31104 2.84733
H 0.80235 -4.53381 3.32951
H -2.63815 5.27924 0.66550
H -5.16509 3.43405 2.19568
C 3.53102 -2.35377 1.20487
C -3.48366 4.77922 -1.53320
C 4.05498 -1.56782 3.41466
C 2.68783 -6.05040 -2.51510
H -2.53216 -2.51769 -2.76178
H 6.45896 0.17438 -4.19654
H -5.36476 -0.03149 2.06510
C 1.39256 -2.36951 -1.28682
C -0.74972 -5.05590 -1.38625
C -3.02700 5.09786 1.66943
H 2.28466 0.75919 1.71190
C -2.33588 2.71667 -1.19024
C 5.03065 -5.50707 -1.25843
P 2.11909 -0.81694 -0.67672
Te 1.82138 -3.19920 -3.19990
H 5.07931 -1.00505 -0.33062
H 4.66457 -3.43117 -1.69880
C -2.88030 -4.61224 -3.12846
H -2.35231 5.59871 2.36468
N -1.84449 3.01954 1.91596
C 3.29148 0.01809 -3.02832
C -0.57131 -2.71241 0.83278
H -3.70253 -4.44084 -3.81046
N -2.35107 5.43591 -1.75720
H 4.13079 0.58259 -4.91541
H -4.47711 2.92409 -1.06457
C 3.54953 -0.45215 -1.73952
C 4.29649 -4.44573 -1.77475
H -0.19495 2.88399 -1.39735
H -4.39525 5.36445 -1.59155
H 4.51495 -1.73487 4.37973
H 3.33567 0.39306 3.91410
C 2.85304 -1.16272 0.94717
H 1.75683 -6.30816 -3.00315
H -5.18214 0.22716 3.80186
H -1.09385 -7.13719 -1.74947
C 3.09498 -4.72917 -2.40394
C -1.40747 -6.12444 -1.96876
H 3.22328 -8.08292 -2.04494
Au 0.02291 0.28856 -0.41299
H -1.35402 -3.97959 4.39098
C -1.21207 4.75713 -1.69986
C -2.05656 -2.82588 2.72240
C -1.77835 -2.37621 1.44275
C 0.36329 -3.48336 1.51798
P -0.35984 -2.29783 -0.93357
C -3.53377 3.42527 -1.23991
H 1.30470 -3.73358 1.04845
H 6.92087 -0.64500 -1.91068
C 2.79798 -0.17054 1.92072
H 4.65388 -3.47789 2.63634
C 5.90377 -0.45269 -2.22612
H 3.58997 -3.11758 0.43832
Se -2.39242 0.85640 -0.80814
C -1.77232 1.73366 2.20809
H -2.49549 -1.77599 0.89018
C -2.22425 -3.53482 -2.54765
H -3.00333 -2.58723 3.19412
H -2.76942 0.07982 2.83332
H -0.30767 5.32436 -1.89019
C -1.13032 -3.60669 3.40032
H 0.07256 -5.22759 -0.70232
C -5.29284 0.73351 2.84177
N -2.89464 1.05626 2.59611
C -1.14784 3.39767 -1.42504
C -2.47009 -5.90292 -2.83823
C -4.12280 1.60955 2.55891
S -0.31044 0.85266 2.15714
C -1.15937 -3.75661 -1.68119
H 5.96983 -5.32919 -0.74494
H -2.98217 -6.74353 -3.28778
C 4.12684 -2.55327 2.43812
N 4.64926 -6.77439 -1.35837
C 3.39286 -0.37776 3.15704
C 4.33439 0.23492 -3.91142
C 0.07962 -3.92390 2.80258
C -3.02121 3.63789 1.95157
*
```



(2)
DFT (ωB97M-V/def2-TZVPD) results for C41H36IrN3OP2SSe as an isolated structure.

Output
Highest occupied orbital energy (spin up / spin down) (eV): -13.0 / -13.0
DFT total energy (eV): -147204.004
Gap between HOMO and LUMO (spin up / spin down) (Ha): 0.2195 / 0.2166

```
! wB97M-V def2-TZVPD RIJCOSX def2/J DEFGRID3
* xyz 2 1
C -1.72354 -2.61971 2.59681
H 0.41778 6.41149 2.32006
C -0.00370 -0.06158 3.42258
C 0.25128 4.29083 2.42812
C -2.64004 -1.04325 -4.44346
H 6.03791 -1.48001 2.63179
H 0.61342 6.47657 -0.15151
C 2.13399 1.01293 -4.18098
H 0.14521 4.33007 3.49513
H -3.13266 3.27780 -4.04028
H -0.01976 -1.85229 4.61315
C 1.14105 1.07906 -3.21713
C -0.26240 -0.10154 5.82020
H 4.47221 2.96233 -2.68767
H -1.76548 -2.93392 -5.13665
H 4.61274 -3.42924 3.14402
C 0.46435 4.34612 -0.34226
C -1.49801 1.91006 -1.40220
H -3.66549 -0.67925 -4.48291
C -0.32935 1.28153 5.81169
C 3.33167 1.69070 -3.98713
C -0.63642 -4.87592 1.36677
C 4.39307 -0.23154 2.03879
P 0.44097 -1.02678 1.95915
C 4.96457 -1.41544 2.49546
C -2.23037 -4.32041 -2.63227
N -2.04686 -0.75950 -3.12459
H -0.28163 3.07493 4.69091
H 2.57665 0.77871 1.52098
C -2.45411 -3.79526 2.52957
N 2.01917 -1.37404 -1.14321
C -1.69089 2.54795 -2.62754
H -3.45058 -3.83382 2.95210
C -0.23084 2.00482 4.62884
H 4.11280 1.62619 -4.73307
H 0.52149 4.36286 -1.42394
C -1.97719 -1.86515 -2.38181
H -2.47915 -5.84204 1.88545
H -2.07064 -0.57418 -5.23903
C -2.98183 2.77655 -3.09076
H -0.21835 -5.75311 0.88790
H -0.45354 1.82465 6.74070
H -1.21652 -4.71665 -2.69011
Se 4.82057 -1.27493 -1.96437
C -2.56879 -2.57765 -4.49345
H 1.08012 -3.65930 0.96046
C 0.09907 -3.70226 1.41992
C 3.53640 2.43779 -2.83568
H -2.44687 1.00415 0.30585
C 1.33722 1.84302 -2.05980
H 0.20923 0.53963 -3.36735
C -2.59781 1.50568 -0.64116
H 5.01780 0.62471 1.81548
C -0.09295 -0.77166 4.62026
H -0.33337 -0.65376 6.74764
H -0.83855 2.86222 -3.22019
H -2.58144 -4.38822 -1.60589
Ir 0.39065 -0.60850 -0.31325
C -1.90762 -4.92267 1.92435
H -2.12915 0.14594 -2.68661
P 0.16220 1.66369 -0.72428
C 2.21604 -1.25454 2.16054
H -5.07988 2.56989 -2.68819
C 3.02149 -0.14764 1.87097
C 0.22646 3.10399 1.71181
H -2.88230 -4.91418 -3.26747
H -2.15117 -1.74449 3.07128
C 2.78854 -2.43623 2.61968
C 0.34318 3.12725 0.32521
H 2.17336 -3.29126 2.86694
C 3.17507 -1.32391 -1.47388
C -0.06623 1.32700 3.43280
N -2.27888 -2.93447 -3.09328
O 0.06829 1.83724 2.17825
C 4.16613 -2.51071 2.78414
S -1.59757 -1.93331 -0.70097
C 2.54912 2.50808 -1.86435
H 2.72082 3.08908 -0.96669
C 0.50535 5.53335 0.36698
C -4.07454 2.37573 -2.33147
C -3.88303 1.73956 -1.10729
H -4.73776 1.42673 -0.51882
H -3.49946 -3.03636 -4.81468
C 0.39962 5.49232 1.74734
C -0.43117 -2.57934 2.06625
H 1.98080 0.42677 -5.07874
*
```



- DFT total energy of number 1 (C41H36AuN4P2SSeTe)?
  -154799.666 eV



- Among the records above, which one has the highest DFT total energy?
  C41H36IrN3OP2SSe



- What is the formula in the first record?
  C41H36AuN4P2SSeTe



- Number 1 is which compound?
  C41H36AuN4P2SSeTe